The following is a DFT calculation (the ωB97M-V functional and the def2-TZVPD basis) of a cluster of 2 separate species, C8H9NO2 in total in a non-equilibrium geometry.

CARTESIAN COORDINATES (ANGSTROEM)
O 1.72860 -1.80071 0.07816
O -2.59771 -0.63650 0.54645
N -0.90540 -1.50422 -0.47975
C -2.27783 1.75306 0.40359
C -1.80145 0.36958 0.09553
C 2.07211 0.22410 1.04016
C 2.47371 -0.03394 -1.41683
C -0.76751 -0.12634 -0.68774
C 2.02812 -0.62488 -0.07584
C -2.04193 -1.77418 0.23615
C 2.16848 0.98226 1.94958
H -2.41520 -2.74436 0.57502
H 2.44821 1.75909 2.56376
H 2.97421 -0.69151 -2.12147
H 2.90334 0.94128 -1.28240
H -1.55089 2.27098 0.92171
H -3.21961 1.54815 1.05714
H -2.37028 2.24431 -0.55811
H 1.44736 -0.01591 -1.94211
H -0.29634 -2.14024 -0.90299

Output
Orbital gap, Eh: 0.31754
Largest force on an atom, eV Å⁻¹: 4.37
Energy above the lowest of the compared OMol25 structures with the same formula, charge and spin, kcal per mole: 125.6
E_HOMO, eV: -8.155

So, what does the natural (NBO) scheme give us? The charges, in e, come out as: -0.564, -0.378, -0.504, -0.647, 0.153, -0.107, -0.734, -0.239, 0.530, 0.317, -0.134, 0.210, 0.224, 0.240, 0.226, 0.224, 0.223, 0.236, 0.290, 0.434


The following is a DFT calculation (the ωB97M-V functional and the def2-TZVPD basis) of the molecule C4H3BrN2O in a non-equilibrium geometry.

CARTESIAN COORDINATES (ANGSTROEM)
Br 4.56542 0.08722 -0.04064
O 2.51785 2.15816 -0.33080
N 0.71957 -0.79031 0.77298
N 2.00695 -0.18853 0.66140
C -0.22601 0.13820 0.31868
C 0.22093 1.40569 -0.07462
C 1.63724 1.48616 0.05460
C 3.04518 -0.90256 0.04418
H -0.49563 2.06461 -0.61653
H -1.20423 -0.18786 -0.00212
H 0.43561 -1.60014 1.13916

Output
Orbital gap, Eh: 0.29770
Largest force on an atom, eV Å⁻¹: 7.97
Energy above the lowest of the compared OMol25 structures with the same formula, charge and spin, kcal per mole: 64.6
E_HOMO, eV: -8.229

So, what does the natural (NBO) scheme give us? The charges, in e, come out as: 0.112, -0.485, -0.387, -0.404, 0.111, -0.499, 0.708, -0.052, 0.265, 0.223, 0.407


The following is a DFT calculation (the ωB97M-V functional and the def2-TZVPD basis) of the molecule CHClFNS in a non-equilibrium geometry.

CARTESIAN COORDINATES (ANGSTROEM)
Cl 1.86326 -0.86050 -0.14282
S -1.94564 0.82676 -0.15143
F -0.74047 -1.50514 -0.03606
N 0.68672 0.35995 0.14658
C -0.66070 -0.19489 -0.07021
H 0.79681 1.37382 0.25394

Output
SMILES: FC(=S)NCl
Orbital gap, Eh: 0.34936
Largest force on an atom, eV Å⁻¹: 5.04
Energy above the lowest of the compared OMol25 structures with the same formula, charge and spin, kcal per mole: 6.9
E_HOMO, eV: -9.428

So, what does the natural (NBO) scheme give us? The charges, in e, come out as: 0.163, -0.096, -0.287, -0.665, 0.436, 0.449


The following is a DFT calculation (the ωB97M-V functional and the def2-TZVPD basis) of the molecule C4H7N3O in a non-equilibrium geometry.

CARTESIAN COORDINATES (ANGSTROEM)
O 0.16428 -0.69930 0.04612
N 1.50761 1.16334 0.08739
N -1.91394 0.34524 -0.19334
N 2.46498 -1.12122 -0.01071
C -2.73494 -0.90124 0.11102
C -0.64398 0.45871 -0.02946
C 0.18762 1.48795 0.01207
C 1.47858 -0.16933 0.05466
H -2.41832 1.24547 -0.21493
H -0.12720 2.52948 0.01259
H -3.48645 -0.84925 -0.64648
H 3.33812 -0.62060 -0.07380
H 2.46235 -1.95803 -0.55747
H -3.10220 -0.94857 1.15093
H -2.11478 -1.77209 -0.11281

Output
SMILES: CNc1cnc(N)o1
Orbital gap, Eh: 0.27808
Largest force on an atom, eV Å⁻¹: 5.69
Energy above the lowest of the compared OMol25 structures with the same formula, charge and spin, kcal per mole: 38.4
E_HOMO, eV: -6.717

So, what does the natural (NBO) scheme give us? The charges, in e, come out as: -0.473, -0.501, -0.611, -0.834, -0.406, 0.415, -0.221, 0.619, 0.399, 0.194, 0.207, 0.394, 0.404, 0.195, 0.220


The following is a DFT calculation (the ωB97M-V functional and the def2-TZVPD basis) of a cluster of 2 separate species, C2H6N4OS in total in a non-equilibrium geometry.

CARTESIAN COORDINATES (ANGSTROEM)
S 3.38237 -0.70959 -0.03884
O -2.73968 -1.07232 0.00636
N 0.76558 0.01548 0.06071
N -1.25021 -1.23535 0.27658
N -1.45320 0.86411 -0.59872
N 1.19945 1.29118 0.54641
C -0.61883 -0.02243 -0.04548
C 1.73048 -0.87824 -0.32476
H 0.46286 1.94614 0.80955
H 2.13948 1.59214 -0.43186
H -0.95636 1.68689 -0.79217
H 1.20234 -1.61727 -1.04054
H -2.73179 -0.11006 0.39534
H -1.13249 -1.75070 1.17741

Output
Orbital gap, Eh: 0.31634
Largest force on an atom, eV Å⁻¹: 5.73
Energy above the lowest of the compared OMol25 structures with the same formula, charge and spin, kcal per mole: 156.1
E_HOMO, eV: -8.993

So, what does the natural (NBO) scheme give us? The charges, in e, come out as: -0.077, -0.532, -0.305, -0.356, -0.720, -0.659, 0.525, -0.095, 0.389, 0.371, 0.344, 0.228, 0.484, 0.402


The following is a DFT calculation (the ωB97M-V functional and the def2-TZVPD basis) of the molecule C5H7N.

CARTESIAN COORDINATES (ANGSTROEM)
N -0.81770 -0.90205 0.05215
C 1.31864 -0.77920 -0.74159
C -0.00762 1.36916 -0.67318
C 2.35961 -1.39189 -0.69931
C 0.05878 -0.12454 -0.45876
C -1.46231 -0.40747 1.24635
H 0.14157 1.45521 -1.75456
H -2.42410 -0.86851 1.51467
H -0.99155 1.78676 -0.43728
H 3.26246 -1.94970 -0.82498
H -0.68835 -0.74164 1.94996
H 0.78442 1.94828 -0.18116
H -1.50091 0.68170 1.36605

Output
SMILES: C#C/C(C)=N/C
Orbital gap, Eh: 0.34636
Largest force on an atom, eV Å⁻¹: 0.88
Energy above the lowest of the compared OMol25 structures with the same formula, charge and spin, kcal per mole: 79.2
E_HOMO, eV: -8.797

So, what does the natural (NBO) scheme give us? The charges, in e, come out as: -0.381, -0.068, -0.680, -0.188, 0.228, -0.440, 0.237, 0.208, 0.225, 0.236, 0.215, 0.234, 0.173


The following is a DFT calculation (the ωB97M-V functional and the def2-TZVPD basis) of a cluster of 2 separate species, C6H10O in total in a non-equilibrium geometry.

CARTESIAN COORDINATES (ANGSTROEM)
O -3.12734 0.55991 -4.35928
C -0.14178 1.21633 1.12535
C 0.95078 -1.06957 1.14267
C 1.22429 -2.07914 0.32410
C 1.04050 0.36113 0.86510
C 2.22470 0.96326 0.65777
C -1.23972 0.73101 1.68305
H -1.41038 -0.32121 1.85659
H 2.38286 1.93727 0.21047
H 0.49415 -1.37434 2.07995
H -3.29329 -0.14433 -4.99309
H -0.04220 2.28010 0.95308
H 1.47172 -1.88766 -0.71491
H -2.32729 0.26344 -3.90883
H -2.15869 1.30072 1.68838
H 3.08678 0.34532 0.86489
H 0.86490 -3.08224 0.52471

Output
SMILES: C=CC(=C)C=C.O
Orbital gap, Eh: 0.35122
Largest force on an atom, eV Å⁻¹: 1.86
Energy above the lowest of the compared OMol25 structures with the same formula, charge and spin, kcal per mole: 47.8
E_HOMO, eV: -8.800

So, what does the natural (NBO) scheme give us? The charges, in e, come out as: -0.933, -0.197, -0.207, -0.365, -0.085, -0.355, -0.391, 0.192, 0.204, 0.202, 0.466, 0.211, 0.192, 0.467, 0.201, 0.198, 0.201


The following is a DFT calculation (the ωB97M-V functional and the def2-TZVPD basis) of a cluster of 8 separate species, C37H54O17 in total in a non-equilibrium geometry.

CARTESIAN COORDINATES (ANGSTROEM)
O 6.83882 5.68589 -6.98963
O 3.59853 -2.01374 -1.06433
O -0.35357 -5.90226 9.76516
O 1.96212 3.92807 -6.31355
O -3.76340 -0.54269 6.35855
O 1.04288 3.13624 -1.62241
O -7.88519 -5.11111 0.95694
O 2.33882 -1.71483 -2.94963
O -2.53788 -2.98693 -2.27355
O -7.62282 -3.32810 2.72134
O -0.05357 2.04953 -3.30984
O -5.74335 -3.26868 4.42096
O -1.88975 -1.37613 7.37115
O 2.26472 6.10141 -5.66888
O 8.09853 5.38697 -5.10433
O -2.23528 -0.81359 -1.62888
O 0.74288 -4.81554 11.45259
C 3.60029 5.16649 -7.45681
C -1.81449 -3.15085 3.17171
C 7.21074 6.06333 -5.89082
C -1.25307 -2.97462 -4.22004
C -0.41566 2.36944 -4.65235
C 0.55454 4.28715 -3.69400
C -5.59416 -2.40155 1.83841
C 7.77452 7.47262 -4.11196
C 2.71074 -1.33738 -1.85082
C -7.37374 -3.94392 1.38179
C -0.89971 -1.74851 -3.41681
C -0.56670 -2.89603 0.79145
C 8.21855 6.05722 -3.85048
C -6.23775 -3.03583 3.20600
C 2.60575 3.04575 -7.23172
C 3.24693 3.94038 -8.26004
C 6.73372 7.29864 -5.18894
C -1.89425 -3.86925 -3.19172
C 0.24947 -4.81892 10.33692
C -1.72866 -2.23176 1.79406
C -1.95478 -1.75487 -2.35240
C -0.49352 3.87309 -4.69576
C -0.79352 -4.07869 8.37924
C -6.36286 -2.87644 0.62666
C -5.12017 -0.33932 6.75048
C -3.08824 -1.14868 7.37891
C -4.02173 -1.44541 8.51324
C 0.54947 3.13287 -2.73808
C -3.13678 -2.29817 0.89524
C 3.27452 0.07191 -0.07196
C -4.35552 -1.36356 1.56684
C 2.23372 -0.10208 -1.14894
C 0.25454 -3.66464 9.38100
C -5.37104 -1.33914 7.84881
C 2.54522 5.16013 -6.39240
C 3.71855 -1.34350 0.18952
C -0.71566 -5.58235 8.42265
H 5.74150 7.11075 -4.76941
H 2.89915 0.57739 0.82176
H -1.37505 1.90400 -4.89640
H 0.05224 -5.97844 7.74990
H 4.10542 3.47979 -8.75604
H 9.25583 6.01206 -3.50603
H -1.78116 -3.74825 8.72331
H -2.82107 -1.91743 -0.18156
H 4.11461 0.65777 -0.46444
H 1.24468 -3.58337 8.92400
H 3.54326 6.07345 -8.06310
H -1.15825 -4.46717 -2.64405
H 1.24150 -0.28996 -0.72941
H 0.28257 5.21753 -3.19019
H 7.57976 5.54931 -3.12032
H -0.78515 -2.99069 3.75272
H -1.67505 -6.04779 8.17860
H 2.51285 4.20530 -9.03073
H -1.47526 -1.09550 2.02746
H 0.08322 -1.83959 -2.94631
H 6.71193 8.15429 -5.86775
H -6.23119 -2.60952 -0.50666
H 0.35224 1.97334 -5.32510
H -1.95514 -4.27664 2.85213
H 3.07976 -1.85141 0.91968
H -2.63387 -4.53991 -3.63872
H 3.34175 2.44783 -6.68405
H -5.64317 -2.30829 7.41323
H 0.36344 -3.29503 1.37972
H -1.98715 -2.70970 -4.99073
H 4.58322 5.07541 -6.98631
H 8.61461 8.05848 -4.50444
H -0.62976 -3.66783 7.37948
H -6.17171 -1.03867 8.52984
H 1.54468 4.36841 -4.15100
H -0.95674 -0.84155 -4.02310
H -0.32976 4.28395 -5.69552
H -3.46900 -3.43342 0.74919
H 7.39915 7.97810 -3.21824
H -0.39458 -3.43521 -4.71604
H -1.14070 -3.74664 0.18203
H -4.68423 -0.63686 0.68631
H -3.84959 -2.44705 8.91384
H -3.89058 -0.68841 9.29143
H 2.21193 0.75358 -1.82775
H -0.01743 -2.73426 9.88481
H -5.77988 -0.50105 5.89302
H -1.48116 4.20354 -4.35169
H -3.98984 -0.76886 2.51701
H -0.32422 -2.05504 0.00427
H -2.70933 -2.82922 3.88229
H -5.23308 0.69393 7.09515
H 1.86613 2.37509 -7.67872
H 4.75583 -1.38866 0.53397

Output
SMILES: CC(C)CCC1=CC(=O)OC1=O.O=C1CCCO1.O=C1CCCO1.O=C1CCCO1.O=C1CCCO1.O=C1CCCO1.O=C1CCCO1.O=C1CCCO1
Orbital gap, Eh: 0.31644
Largest force on an atom, eV Å⁻¹: 9.47
E_HOMO, eV: -9.744

Here are the Löwdin charges for atoms 1 to 99, given in e: 0.086, 0.031, 0.026, -0.024, 0.024, 0.092, 0.005, 0.081, 0.005, -0.015, 0.020, 0.022, 0.092, 0.103, 0.032, 0.076, 0.096, -0.077, -0.112, -0.453, -0.154, -0.168, -0.085, -0.057, -0.168, -0.450, -0.220, -0.071, -0.101, -0.170, -0.173, -0.159, -0.155, -0.084, -0.162, -0.461, -0.364, -0.460, -0.162, -0.180, 0.107, -0.170, -0.450, -0.084, -0.449, -0.178, -0.158, -0.111, -0.082, -0.081, -0.163, -0.447, -0.170, -0.169, 0.138, 0.126, 0.126, 0.128, 0.126, 0.130, 0.104, 0.069, 0.125, 0.138, 0.140, 0.130, 0.129, 0.139, 0.131, 0.087, 0.128, 0.125, 0.142, 0.109, 0.134, 0.147, 0.119, 0.088, 0.124, 0.130, 0.136, 0.122, 0.081, 0.123, 0.112, 0.124, 0.114, 0.122, 0.106, 0.128, 0.113, 0.128, 0.123, 0.126, 0.089, 0.129, 0.122, 0.138, 0.117


Among the records above, which one has the lowest largest force on an atom? C5H7N


Number 5 is which compound? C2H6N4OS